1.
Formula: C9H40N2O10
Source: the OMol25 dataset
Level of theory: ωB97M-V with the def2-TZVPD basis set

Summary:
Max |F| in eV/A: 3.42
E_LUMO in eV: 0.47
HOMO in eV: -9.2
SMILES: COC[C@H](C)N.COC[C@H](C)N.CO.O.O.O.O.O.O.O

Element x y z (Å)
O (1.635, -3.550, -0.889)
O (-0.341, 0.676, -2.567)
O (3.946, -1.372, 2.183)
O (3.633, 4.631, 0.099)
O (-3.352, -2.737, 1.603)
O (4.216, -3.177, 0.303)
O (-0.301, -3.042, 1.554)
O (-0.374, -2.166, -2.306)
O (1.492, -1.173, 0.768)
O (-2.343, 1.364, -0.579)
N (-2.615, -3.420, -1.211)
N (0.271, 3.428, -0.256)
C (1.076, 5.687, -1.094)
C (-3.841, -1.454, -1.857)
C (0.912, 0.137, 0.658)
C (-4.078, -2.346, 0.430)
C (-3.111, -2.131, -0.698)
C (1.424, 4.268, -0.706)
C (2.341, 4.198, 0.521)
C (-4.080, -2.802, 2.766)
C (4.516, 4.656, 1.191)
H (-2.344, -4.013, -0.416)
H (-4.935, -3.063, 0.113)
H (0.450, 5.595, -1.981)
H (0.787, -1.790, 1.186)
H (-3.341, -2.838, 3.521)
H (-4.728, -1.900, 2.879)
H (-1.617, 1.217, -1.181)
H (-2.020, 1.819, 0.195)
H (-0.390, -0.281, -2.429)
H (-4.541, -0.663, -1.568)
H (-0.580, 3.375, -0.873)
H (-4.747, -3.689, 2.698)
H (0.696, 0.621, 1.648)
H (4.541, 5.554, 1.757)
H (-4.473, -2.207, -2.262)
H (1.946, 4.853, 1.311)
H (2.039, 3.703, -1.415)
H (0.173, -2.758, -2.743)
H (5.510, 4.529, 0.790)
H (-4.683, -1.403, 0.611)
H (4.307, 3.822, 1.808)
H (0.416, 0.823, -3.165)
H (-0.188, -3.530, 0.695)
H (4.380, -0.523, 2.244)
H (0.639, 2.511, -0.086)
H (1.600, 0.832, 0.171)
H (1.614, -2.635, -0.559)
H (-3.328, -3.981, -1.633)
H (-3.180, -0.997, -2.565)
H (4.050, -2.471, 0.951)
H (-0.019, 0.001, 0.119)
H (5.104, -3.425, 0.436)
H (-1.266, -2.942, 1.752)
H (1.984, 6.206, -1.340)
H (0.638, 6.143, -0.236)
H (2.997, -1.134, 1.942)
H (-1.151, -2.819, -2.157)
H (2.509, -3.838, -0.551)
H (-2.270, -1.512, -0.424)
H (2.397, 3.133, 0.843)

Atom charges from the natural (NBO) analysis, given in e for atoms 1 to 4: atom 1 (O): -1.0040, atom 2 (O): -1.0005, atom 3 (O): -0.9682, atom 4 (O): -0.5476

---

2.
Formula: C3H6ClN2O4S
Source: the OMol25 dataset
Level of theory: ωB97M-V with the def2-TZVPD basis set

Summary:
Max |F| in eV/A: 4.70
Charge: -1
E_LUMO (alpha / beta) in eV: 2.23 / 3.07
HOMO (alpha / beta) in eV: -3.7 / -5.7

Element x y z (Å)
Cl (-4.568, -0.823, 0.230)
S (1.147, -2.025, 0.010)
O (1.783, -1.772, -1.290)
O (0.307, -3.163, -0.015)
O (1.990, -1.948, 1.177)
O (-0.264, 1.670, 0.083)
N (-0.044, -0.605, 0.189)
N (-3.568, -0.717, -1.150)
C (1.943, 0.894, 0.230)
C (-1.349, -0.883, 0.382)
C (0.439, 0.666, 0.087)
H (2.133, 2.041, 0.415)
H (-1.861, 0.064, 0.329)
H (-1.516, -1.865, 0.526)
H (2.424, 0.180, 0.880)
H (-3.377, 0.178, -1.544)
H (2.380, 0.564, -0.656)

Atom charges from the natural (NBO) analysis, given in e for atoms 1 to 4: atom 1 (Cl): 0.0489, atom 2 (S): 2.4963, atom 3 (O): -0.9867, atom 4 (O): -0.9838

---

3.
Formula: C34H44BBaN10O2PS3
Source: the OMol25 dataset
Level of theory: ωB97M-V with the def2-TZVPD basis set

Summary:
⟨S²⟩: 0.792
Max |F| in eV/A: 0.88
Charge: -1
E_LUMO (alpha / beta) in eV: 2.36 / 2.35
HOMO (alpha / beta) in eV: -2.3 / -5.6
Multiplicity: 2

Element x y z (Å)
Ba (-0.468, -0.083, 0.180)
S (-2.774, -1.415, -1.291)
S (-5.209, 6.806, 0.530)
S (-1.700, -2.396, 1.820)
P (-3.085, -2.398, 0.394)
O (-3.418, -3.905, -0.052)
O (-4.415, -1.901, 1.133)
N (-2.491, 1.391, 1.473)
N (-5.362, 5.367, 1.308)
N (3.113, -1.616, 0.017)
N (1.648, 0.483, -1.843)
N (1.913, -2.196, -0.291)
N (2.923, 0.536, -1.355)
N (-3.758, 6.552, -0.199)
N (2.986, 0.677, 1.223)
N (-0.712, 2.718, -0.179)
N (1.692, 0.889, 1.552)
C (-2.792, 2.675, 1.035)
C (-2.134, 4.693, -0.240)
C (-0.216, 0.936, 4.134)
C (0.738, 0.519, -5.267)
C (-4.288, 4.658, 1.012)
C (-4.042, -6.175, 0.218)
C (1.689, 1.628, 2.659)
C (0.464, 1.176, -3.913)
C (-3.585, -4.932, 0.940)
C (-3.303, 0.824, 2.341)
C (-1.883, 3.353, 0.194)
C (3.472, -3.792, 0.062)
C (4.047, -2.557, 0.228)
C (0.485, 3.349, 4.031)
C (-3.984, 3.326, 1.484)
C (2.139, -3.510, -0.281)
C (3.723, 1.161, -2.232)
C (-6.788, -2.155, 1.128)
C (-4.815, 2.666, 2.380)
C (3.004, 1.890, 3.072)
C (-1.165, 5.347, -0.991)
C (-5.608, -1.559, 0.401)
C (2.982, 1.527, -3.330)
C (-0.775, 0.573, -3.275)
C (0.019, 4.715, -1.306)
C (-3.367, 5.341, 0.146)
C (-4.483, 1.409, 2.835)
C (0.183, 3.390, -0.867)
C (1.686, 1.074, -3.036)
C (0.510, -5.259, 0.527)
C (3.787, 1.267, 2.121)
C (0.373, 2.041, 3.257)
C (-0.002, -3.896, -1.528)
C (1.093, -4.519, -0.677)
B (3.429, -0.108, -0.038)
H (1.124, 3.233, 4.912)
H (3.941, -4.759, 0.132)
H (0.904, 4.145, 3.414)
H (-0.315, 2.209, 2.424)
H (4.636, -0.003, -0.050)
H (0.412, -3.355, -2.380)
H (0.923, -0.550, -5.134)
H (-5.714, 3.171, 2.715)
H (4.770, 1.278, -2.005)
H (0.436, 0.737, 4.989)
H (-5.659, -0.470, 0.366)
H (-1.201, 1.224, 4.507)
H (0.804, 5.200, -1.870)
H (-5.535, -1.925, -0.624)
H (-3.027, -0.174, 2.666)
H (5.060, -2.265, 0.451)
H (-4.989, -6.004, -0.296)
H (-0.338, -0.006, 3.592)
H (-6.727, -3.245, 1.135)
H (-7.722, -1.873, 0.636)
H (-5.098, 0.867, 3.540)
H (3.330, 2.469, 3.919)
H (-1.085, 1.130, -2.390)
H (-4.314, -4.599, 1.684)
H (-0.587, -3.187, -0.947)
H (-0.499, 3.671, 4.376)
H (-3.300, -6.475, -0.522)
H (-1.364, 6.364, -1.307)
H (1.099, 2.855, -1.102)
H (0.272, 2.241, -4.087)
H (-1.621, 0.603, -3.964)
H (-2.633, -5.083, 1.449)
H (-0.700, -4.652, -1.894)
H (1.290, -5.741, 1.121)
H (-0.118, 0.635, -5.936)
H (1.614, 0.947, -5.757)
H (-0.032, -4.568, 1.172)
H (1.622, -5.262, -1.287)
H (-0.608, -0.476, -3.014)
H (-6.827, -1.804, 2.159)
H (3.323, 2.031, -4.218)
H (-4.179, -6.998, 0.924)
H (4.856, 1.209, 2.002)
H (-0.188, -6.033, 0.195)

Atom charges from the Löwdin analysis, given in e for atoms 1 to 4: atom 1 (Ba): 1.4945, atom 2 (S): 0.2096, atom 3 (S): 0.8659, atom 4 (S): 0.2100

---

4.
Formula: C6H6BrN2
Source: the OMol25 dataset
Level of theory: ωB97M-V with the def2-TZVPD basis set

Summary:
Max |F| in eV/A: 4.62
Charge: +1
E_LUMO (alpha / beta) in eV: -6.99 / -6.86
HOMO (alpha / beta) in eV: -14.4 / -14.0

Element x y z (Å)
Br (4.806, 0.226, -0.036)
N (2.167, 1.262, 0.218)
N (1.049, -1.320, 0.098)
C (-1.416, -0.443, 0.138)
C (2.681, 0.231, -0.019)
C (-2.047, 0.581, -0.811)
C (2.357, -1.206, -0.026)
C (-1.947, 0.875, 0.651)
C (-0.028, -0.787, 0.144)
H (-1.972, -1.342, 0.223)
H (-3.094, 0.286, -1.257)
H (-1.342, 1.705, 0.810)
H (-1.486, 1.064, -1.564)
H (-2.772, 0.925, 1.371)
H (3.044, -2.056, 0.060)

Atom charges from the natural (NBO) analysis, given in e for atoms 1 to 4: atom 1 (Br): 0.0744, atom 2 (N): -0.1338, atom 3 (N): -0.3044, atom 4 (C): -0.4127

---

In the order shown, the computed energy above the lowest of the compared OMol25 structures with the same formula, charge and spin values come out to 4.5, 223.2, 11.7, 276.8 kJ/mol.